(1)
DFT (the ωB97M-V functional and the def2-TZVPD basis) results for a single CH4N2O3S molecule in a non-equilibrium geometry.

Last column: Löwdin charge in e.
Geometry (Å):
N -0.933 1.419 0.721  -0.06
S -0.171 -0.028 1.014  0.55
O -0.893 -0.472 2.144  -0.28
O 1.291 0.054 1.177  -0.33
N -0.463 -0.993 -0.320  -0.07
C 0.995 -0.844 -1.347  0.01
O -0.047 0.020 -1.326  -0.20
H -1.882 1.112 0.521  0.07
H -0.708 2.074 -0.018  0.08
H 1.844 -0.498 -0.709  0.11
H 0.967 -1.844 -1.858  0.13

Output
* molar mass: 124.12 u
* HOMO energy: -0.3832 Eh
* E_tot: -21054.6675 eV
* 2S+1: 1
* SMILES string: NS(=O)(=O)N1CO1
* gap between HOMO and LUMO: 0.3713 Eh

=====

(2)
DFT (the ωB97M-V functional and the def2-TZVPD basis) results for a single CH4N2OP4 molecule in a non-equilibrium geometry.

Last column: Löwdin charge in e.
Geometry (Å):
C -1.560 -1.503 -0.127  -0.51
N 2.261 0.444 -1.203  -0.32
N -0.409 1.035 -0.180  -0.92
O -2.107 -2.513 -0.019  0.04
P 0.251 1.998 1.165  0.64
P 1.314 0.414 0.026  0.19
P -1.843 0.366 -0.585  0.76
P 0.861 -1.608 0.479  0.64
H 2.165 1.272 -1.798  -0.03
H 0.026 1.257 2.460  -0.12
H -1.514 0.140 -1.892  -0.07
H 0.554 -1.302 1.674  -0.28

Output
* molar mass: 183.95 u
* HOMO energy: -0.3108 Eh
* E_tot: -43281.2828 eV
* 2S+1: 1
* gap between HOMO and LUMO: 0.2884 Eh

=====

(3)
DFT (the ωB97M-V functional and the def2-TZVPD basis) results for a single CH4N2S molecule in a non-equilibrium geometry.

Last column: Löwdin charge in e.
Geometry (Å):
N 0.136 1.377 0.261  -0.03
N -0.194 -0.048 0.176  -0.24
C 0.214 -0.987 -0.795  -0.79
S -0.175 -2.524 -0.645  0.60
H 0.883 1.262 0.996  0.08
H -0.814 1.910 0.658  0.15
H -0.575 -0.547 1.076  0.14
H 0.525 -0.441 -1.728  0.08

Output
* molar mass: 76.12 u
* HOMO energy: -0.3193 Eh
* E_tot: -14915.1584 eV
* 2S+1: 1
* SMILES string: NNC=S
* gap between HOMO and LUMO: 0.3433 Eh